No. 1
This record from the Open Molecules 2025 dataset describes the molecule C4H7P. The level of theory is wB97M-V/def2-TZVPD.

The geometry in XYZ format:
```
12
Properties=species:S:1:pos:R:3:nbo_charge:R:1
C 0.286 -1.432 -0.832 0.00
C 0.749 -2.512 -0.598 -0.26
C -0.253 -0.124 -1.121 -0.77
C 0.083 1.111 1.409 -0.92
P -1.283 0.567 0.286 0.58
H 0.929 1.505 0.849 0.22
H 1.162 -3.455 -0.395 0.23
H 0.567 0.571 -1.344 0.24
H -0.912 -0.186 -1.993 0.25
H 0.411 0.260 2.004 0.23
H -0.304 1.877 2.080 0.23
H -1.435 1.816 -0.345 -0.06
```

Properties
Gap between HOMO and LUMO ... 10.23 eV
Spin multiplicity ... 1
Energy relative to the best compared isomer or geometry (same formula, charge and spin) ... 28.2 kcal/mol
HOMO level ... -9.21 eV


No. 2
This record from the Open Molecules 2025 dataset describes the molecule C5H8S2 in a non-equilibrium geometry. The level of theory is wB97M-V/def2-TZVPD.

The geometry in XYZ format:
```
15
Properties=species:S:1:pos:R:3:nbo_charge:R:1
C 0.986 -1.440 1.235 -0.47
C -0.050 -2.151 0.859 -0.33
C 0.014 0.738 -0.031 0.08
C -1.022 1.797 0.021 -0.70
C 0.516 0.237 -1.315 -0.70
S 0.947 0.349 1.300 0.38
S -1.519 -1.518 0.228 -0.16
H 1.924 -1.711 1.510 0.22
H -0.064 -3.224 0.836 0.24
H -1.018 2.220 1.086 0.23
H -2.054 1.664 -0.242 0.27
H -0.476 2.577 -0.571 0.22
H 0.984 1.069 -1.776 0.23
H -0.239 -0.067 -2.056 0.25
H 1.070 -0.540 -1.083 0.23
```

Properties
Gap between HOMO and LUMO (spin up / spin down) ... 6.62 / 6.62 eV
Spin multiplicity ... 1
Energy relative to the best compared isomer or geometry (same formula, charge and spin) ... 71.8 kcal/mol
HOMO level (spin up / spin down) ... -7.62 / -7.62 eV


No. 3
This record from the Open Molecules 2025 dataset describes a structure of composition C53H59As3BiCl3N2O4P2 in a non-equilibrium geometry. The level of theory is wB97M-V/def2-TZVPD.

The geometry in XYZ format:
```
127
Properties=species:S:1:pos:R:3:lowdin_charge:R:1
Bi 0.455 -0.127 0.518 1.49
C -2.955 3.223 -2.020 -0.16
As -3.364 1.530 -1.214 1.25
C -4.214 0.443 -2.555 -0.17
C -4.751 1.620 0.195 -0.23
C -4.735 1.583 1.737 -0.64
C -3.949 2.739 2.368 -0.05
C -4.227 0.259 2.320 -0.30
As -2.345 -0.299 1.875 1.09
C -2.085 -1.431 3.452 -0.28
C -2.872 -1.777 0.693 -0.31
C -6.222 1.781 2.138 -0.37
As -7.861 0.867 1.411 1.17
C -7.253 -1.002 1.272 -0.35
C -7.864 1.293 -0.527 -0.35
H -3.770 3.928 -1.873 0.05
H -2.792 3.050 -3.083 0.06
H -2.039 3.586 -1.565 0.03
H -5.102 0.955 -2.924 0.06
H -4.500 -0.524 -2.141 0.04
H -3.513 0.281 -3.372 0.04
H -5.385 0.794 -0.131 0.03
H -5.249 2.545 -0.116 0.09
H -2.898 2.477 2.479 0.03
H -4.332 2.943 3.368 0.10
H -4.036 3.658 1.783 0.09
H -4.872 -0.569 2.026 0.04
H -4.255 0.329 3.410 0.09
H -2.971 -2.036 3.642 0.04
H -1.877 -0.823 4.331 0.01
H -1.232 -2.090 3.289 0.02
H -3.655 -2.367 1.168 0.04
H -2.013 -2.423 0.513 0.02
H -3.224 -1.417 -0.271 -0.01
H -6.464 2.842 2.019 0.07
H -6.302 1.580 3.210 0.07
H -7.002 -1.373 2.266 0.02
H -6.405 -1.145 0.600 0.00
H -8.088 -1.594 0.900 0.02
H -7.601 2.335 -0.708 0.02
H -8.890 1.156 -0.865 0.02
H -7.228 0.640 -1.128 0.00
C 7.495 1.473 2.739 -0.01
C 6.503 2.025 1.700 -0.43
C 7.128 3.226 0.966 0.00
C 5.232 2.474 2.407 -0.08
C 5.288 3.385 3.455 0.01
C 4.147 3.817 4.113 -0.04
C 2.907 3.354 3.717 -0.06
C 2.814 2.458 2.656 -0.27
P 1.145 2.028 2.051 1.04
C 0.602 3.637 1.389 -0.34
C 1.533 4.633 1.093 -0.06
C 1.105 5.899 0.724 -0.05
C -0.249 6.188 0.656 -0.05
C -1.178 5.193 0.929 -0.07
C -0.756 3.922 1.280 -0.15
C 0.265 1.857 3.648 -0.37
C 0.602 0.768 4.454 -0.11
C 0.068 0.649 5.727 -0.07
C -0.803 1.614 6.211 -0.06
C -1.125 2.708 5.421 -0.06
C -0.589 2.839 4.149 -0.10
C 3.974 2.022 2.023 -0.19
O 3.778 1.151 0.993 -0.03
C 4.872 0.579 0.396 -0.18
C 4.574 -0.419 -0.529 -0.26
C 5.596 -1.053 -1.220 -0.06
C 6.906 -0.688 -0.965 -0.04
C 7.184 0.292 -0.026 0.01
C 6.179 0.945 0.681 -0.09
P 2.824 -0.852 -0.749 1.00
C 2.536 -0.682 -2.536 -0.37
C 2.871 -1.688 -3.441 -0.09
C 2.706 -1.474 -4.800 -0.06
C 2.207 -0.262 -5.260 -0.06
C 1.864 0.737 -4.360 -0.07
C 2.025 0.528 -3.000 -0.10
C 2.774 -2.637 -0.429 -0.40
C 3.748 -3.274 0.335 -0.08
C 3.636 -4.630 0.602 -0.05
C 2.551 -5.350 0.127 -0.05
C 1.567 -4.714 -0.619 -0.06
C 1.675 -3.361 -0.894 -0.12
H 7.773 2.244 3.457 0.09
H 8.409 1.129 2.256 0.09
H 7.058 0.636 3.284 0.10
H 7.359 4.029 1.667 0.09
H 6.446 3.613 0.208 0.10
H 8.052 2.926 0.473 0.09
H 6.250 3.771 3.765 0.12
H 4.226 4.523 4.928 0.12
H 2.010 3.689 4.220 0.12
H 2.593 4.431 1.165 0.11
H 1.831 6.669 0.501 0.12
H -0.579 7.186 0.401 0.12
H -2.236 5.419 0.867 0.11
H -1.472 3.145 1.489 0.06
H 1.298 0.029 4.090 0.08
H 0.345 -0.196 6.345 0.12
H -1.217 1.520 7.207 0.12
H -1.784 3.476 5.806 0.11
H -0.822 3.718 3.563 0.10
H 5.366 -1.829 -1.939 0.12
H 7.713 -1.175 -1.494 0.12
H 8.217 0.556 0.160 0.12
H 3.258 -2.635 -3.085 0.11
H 2.978 -2.250 -5.503 0.11
H 2.089 -0.097 -6.322 0.11
H 1.476 1.681 -4.721 0.11
H 1.758 1.309 -2.294 0.09
H 4.595 -2.718 0.716 0.11
H 4.394 -5.126 1.193 0.12
H 2.468 -6.408 0.335 0.12
H 0.718 -5.273 -0.992 0.11
H 0.926 -2.864 -1.494 0.05
O -1.848 0.702 -1.022 -0.61
O -0.800 1.637 -0.591 -0.55
Cl -3.190 -4.516 -3.244 0.64
C -1.971 -3.444 -3.964 -1.60
Cl -2.688 -2.498 -5.281 0.63
Cl -0.592 -4.391 -4.561 0.64
C -1.484 -2.539 -2.937 -0.38
N -1.076 -1.847 -2.119 0.21
O 1.645 -3.422 3.124 0.13
C 1.470 -2.384 2.610 -0.51
N 1.290 -1.294 2.135 -0.18
```

Properties
Gap between HOMO and LUMO ... 7.54 eV
Spin multiplicity ... 1
Energy relative to the best compared isomer or geometry (same formula, charge and spin) ... 14.5 kcal/mol
HOMO level ... -12.63 eV
Charge ... +2


No. 4
This record from the Open Molecules 2025 dataset describes a structure of composition C35H43ClErN2Si2 in a non-equilibrium geometry. The level of theory is wB97M-V/def2-TZVPD.

The geometry in XYZ format:
```
84
Properties=species:S:1:pos:R:3:lowdin_spin:R:1
C -1.798 -1.179 3.857 0.00
C -2.076 -0.934 2.487 0.00
C -2.152 -2.198 1.842 0.00
H -2.318 0.037 2.038 0.00
C -1.821 -3.221 2.782 0.00
C -1.600 -2.582 4.035 -0.01
H -1.410 -3.089 4.988 0.00
H -1.931 -0.436 4.641 0.00
H -2.569 -2.353 0.856 0.00
H -1.726 -4.289 2.556 0.00
Er 0.194 -1.901 2.391 3.03
Si 1.308 1.661 -0.939 0.00
C -0.029 2.986 -1.078 0.00
C 0.394 4.238 -1.553 0.00
H 1.439 4.384 -1.828 0.00
C -0.496 5.306 -1.647 0.00
H -0.128 6.298 -1.916 0.00
C -1.859 5.102 -1.396 0.00
H -2.569 5.923 -1.506 0.00
C -2.309 3.845 -0.967 0.00
H -3.377 3.664 -0.810 0.00
C -1.382 2.829 -0.708 0.00
H -1.724 1.914 -0.214 0.00
C 0.374 -0.335 -0.989 0.00
C -1.059 -0.535 -1.098 0.00
H -1.763 0.297 -1.227 0.00
C -1.587 -1.865 -1.300 0.00
H -2.646 -1.948 -1.575 0.00
C -0.869 -3.016 -0.848 0.00
H -1.374 -3.961 -0.746 0.00
C 0.478 -2.854 -0.572 0.00
H 1.088 -3.638 -0.108 0.00
C 1.069 -1.630 -1.090 0.00
H 2.146 -1.660 -1.276 0.00
H 1.004 1.272 0.467 0.00
Si -0.222 -1.505 -2.532 0.00
C -0.009 -2.796 -3.935 0.00
C -0.703 -2.747 -5.150 0.00
H -1.418 -1.942 -5.359 0.00
C -0.460 -3.699 -6.147 0.00
H -0.995 -3.654 -7.091 0.00
C 0.474 -4.721 -5.944 0.00
H 0.675 -5.462 -6.733 0.00
C 1.149 -4.776 -4.725 0.00
H 1.845 -5.595 -4.534 0.00
C 0.963 -3.789 -3.747 0.00
H 1.594 -3.801 -2.845 0.00
C -0.174 -0.022 -3.881 0.00
C -1.407 0.492 -4.279 0.00
H -2.310 -0.110 -4.192 0.00
C -1.536 1.809 -4.748 0.00
H -2.521 2.207 -4.988 0.00
C -0.429 2.634 -4.871 0.00
H -0.526 3.704 -5.105 0.00
C 0.823 2.066 -4.670 0.00
H 1.716 2.686 -4.820 0.00
C 0.957 0.729 -4.225 0.00
H 1.967 0.324 -4.111 0.00
H 2.504 2.419 -0.642 0.00
Cl 2.511 -2.610 1.712 -0.01
C 2.097 -1.850 4.795 0.00
N 1.151 -0.722 4.620 0.00
C 0.369 -0.625 5.884 0.00
C 1.962 0.528 4.527 0.00
C 1.113 1.800 4.427 0.00
N 0.817 2.125 3.050 0.00
C -0.397 2.917 2.885 0.00
C 1.997 2.716 2.427 0.00
H 1.541 -2.805 4.764 0.00
H 2.638 -1.769 5.756 0.00
H 2.820 -1.825 3.971 0.00
H 1.032 -0.305 6.713 0.00
H -0.432 0.112 5.772 0.00
H -0.069 -1.600 6.125 0.00
H 2.580 0.633 5.445 0.00
H 2.645 0.420 3.671 0.00
H 0.197 1.758 5.031 0.00
H 1.756 2.602 4.850 0.00
H -0.372 3.861 3.466 0.00
H -0.526 3.169 1.824 0.00
H -1.264 2.321 3.215 0.00
H 2.367 3.603 2.981 0.00
H 2.793 1.964 2.428 0.00
H 1.797 2.994 1.384 0.00
```

Properties
Gap between HOMO and LUMO (spin up / spin down) ... 6.21 / 6.23 eV
Spin multiplicity ... 4
HOMO level (spin up / spin down) ... -9.36 / -9.36 eV
Charge ... +1


No. 5
This record from the Open Molecules 2025 dataset describes the molecule Cl2H4Si2 in a non-equilibrium geometry. The level of theory is wB97M-V/def2-TZVPD.

The geometry in XYZ format:
```
8
Properties=species:S:1:pos:R:3:nbo_charge:R:1
Si -0.345 -0.020 -0.388 0.38
Si 1.792 0.195 0.600 0.93
Cl 2.800 1.823 0.078 -0.33
Cl 3.190 -1.606 -0.511 -0.54
H -0.736 1.419 -0.632 -0.12
H -0.090 -0.673 -1.704 -0.08
H -1.568 -0.500 0.363 -0.09
H 2.373 -0.140 1.852 -0.15
```

Properties
Gap between HOMO and LUMO ... 9.73 eV
Spin multiplicity ... 1
Energy relative to the best compared isomer or geometry (same formula, charge and spin) ... 19.6 kcal/mol
HOMO level ... -10.23 eV


No. 6
This record from the Open Molecules 2025 dataset describes a cluster of 8 separate species, C57H132N8O13 in total in a non-equilibrium geometry. The level of theory is wB97M-V/def2-TZVPD.

The geometry in XYZ format:
```
210
Properties=species:S:1:pos:R:3:lowdin_charge:R:1
C -3.670 2.882 -0.874 -0.03
C -4.984 3.168 -0.159 -0.52
C -5.953 3.727 -1.206 -0.14
C -7.441 3.699 -0.828 -0.16
C -7.885 2.329 -0.302 -0.13
C -6.925 1.781 0.759 -0.52
N -5.544 1.906 0.312 -0.10
O -4.643 1.150 1.083 -0.03
C -7.176 2.437 2.126 -0.03
C -7.247 0.289 0.894 -0.03
C -4.759 4.244 0.919 -0.02
H -3.297 3.815 -1.297 0.07
H -3.764 2.153 -1.680 0.08
H -2.955 2.461 -0.164 0.07
H -5.715 4.799 -1.275 0.12
H -5.786 3.343 -2.214 0.11
H -7.969 3.880 -1.770 0.11
H -7.708 4.507 -0.147 0.11
H -8.028 1.629 -1.124 0.11
H -8.819 2.486 0.244 0.12
H -8.182 2.259 2.515 0.08
H -6.500 1.960 2.843 0.09
H -7.016 3.513 2.146 0.06
H -7.076 -0.179 -0.084 0.07
H -6.603 -0.237 1.593 0.06
H -8.304 0.159 1.126 0.09
H -5.670 4.794 1.143 0.07
H -4.050 4.987 0.538 0.08
H -4.300 3.804 1.804 0.09
H -4.352 0.430 0.495 0.07
C 1.490 4.678 -3.713 -0.01
C 0.197 3.857 -3.871 -0.52
C -0.865 4.273 -2.866 -0.14
C -1.578 5.579 -3.183 -0.17
C -2.188 5.511 -4.577 -0.14
C -1.213 5.095 -5.679 -0.52
N -0.361 3.995 -5.223 -0.11
O 0.538 3.550 -6.204 -0.01
C -2.050 4.532 -6.835 -0.04
C -0.428 6.322 -6.169 -0.02
C 0.504 2.374 -3.675 -0.04
H 1.999 4.394 -2.788 0.07
H 1.212 5.731 -3.590 0.07
H 2.174 4.608 -4.555 0.09
H -1.634 3.491 -2.944 0.11
H -0.462 4.240 -1.853 0.13
H -0.875 6.416 -3.151 0.10
H -2.364 5.720 -2.441 0.10
H -2.545 6.512 -4.846 0.12
H -3.108 4.921 -4.568 0.12
H -2.843 5.244 -7.082 0.09
H -1.462 4.350 -7.736 0.08
H -2.511 3.579 -6.576 0.09
H 0.327 6.061 -6.914 0.08
H -1.087 7.025 -6.683 0.09
H -0.016 6.849 -5.307 0.08
H -0.306 1.775 -4.086 0.10
H 0.636 2.180 -2.603 0.07
H 1.457 2.093 -4.126 0.08
H 1.051 4.319 -6.494 0.08
C 1.560 -7.009 -4.858 -0.05
C 0.333 -6.250 -4.358 -0.51
C -0.827 -7.250 -4.207 -0.13
C -1.905 -6.923 -3.160 -0.16
C -1.327 -6.372 -1.861 -0.13
C -0.319 -5.248 -2.079 -0.52
N 0.695 -5.716 -3.038 -0.08
O 1.727 -4.747 -3.202 -0.04
C -1.035 -3.977 -2.524 -0.01
C 0.400 -4.974 -0.766 -0.03
C -0.039 -5.172 -5.385 -0.03
H 1.349 -7.576 -5.768 0.09
H 1.946 -7.703 -4.112 0.09
H 2.347 -6.297 -5.119 0.08
H -1.379 -7.254 -5.152 0.12
H -0.428 -8.258 -4.077 0.11
H -2.419 -7.861 -2.949 0.11
H -2.621 -6.209 -3.570 0.11
H -0.927 -7.176 -1.240 0.12
H -2.130 -5.900 -1.284 0.12
H -0.328 -3.182 -2.774 0.07
H -1.623 -4.121 -3.432 0.07
H -1.707 -3.592 -1.755 0.07
H 0.877 -5.887 -0.402 0.09
H 1.184 -4.224 -0.859 0.06
H -0.320 -4.608 -0.030 0.09
H 0.125 -5.527 -6.406 0.09
H 0.544 -4.265 -5.234 0.06
H -1.099 -4.912 -5.344 0.07
H 2.459 -5.134 -2.713 0.11
C 5.477 1.114 -3.150 -0.11
O 5.345 2.123 -2.193 -0.19
C 4.369 1.849 -1.207 -0.24
C 4.614 2.674 0.021 -0.21
N 4.025 4.027 -0.023 -0.05
C 4.462 4.813 -1.216 -0.20
C 3.746 6.145 -1.231 -0.23
O 4.535 7.077 -0.489 -0.19
C 3.900 8.311 -0.278 -0.12
H 5.673 0.133 -2.699 0.09
H 6.240 1.393 -3.873 0.09
H 4.570 0.952 -3.763 0.08
H 4.344 0.786 -0.952 0.10
H 3.383 2.119 -1.624 0.12
H 5.692 2.712 0.235 0.13
H 4.164 2.177 0.886 0.11
H 4.467 4.545 0.731 0.10
H 4.246 4.258 -2.125 0.09
H 5.547 4.943 -1.144 0.13
H 2.764 6.050 -0.756 0.12
H 3.629 6.512 -2.257 0.12
H 2.886 8.337 -0.688 0.08
H 4.437 9.132 -0.766 0.08
H 3.853 8.530 0.792 0.08
C -0.449 1.387 2.374 -0.09
O -0.671 0.064 1.940 -0.18
C -0.622 -0.094 0.549 -0.22
C 0.795 -0.436 0.090 -0.19
N 0.794 -0.730 -1.337 -0.05
C 2.070 -1.269 -1.781 -0.20
C 2.079 -1.346 -3.287 -0.23
O 3.323 -1.848 -3.702 -0.18
C 3.295 -2.268 -5.033 -0.12
H 0.622 1.634 2.325 0.08
H -0.762 1.477 3.410 0.08
H -0.962 2.109 1.729 0.08
H -0.983 0.793 0.011 0.12
H -1.195 -0.968 0.239 0.09
H 1.086 -1.352 0.611 0.11
H 1.537 0.346 0.315 0.12
H 0.594 0.129 -1.840 0.08
H 2.154 -2.280 -1.378 0.11
H 2.909 -0.647 -1.442 0.10
H 1.798 -0.366 -3.699 0.12
H 1.302 -2.073 -3.560 0.10
H 2.426 -2.909 -5.237 0.07
H 4.181 -2.868 -5.240 0.09
H 3.249 -1.458 -5.774 0.09
C 1.942 1.679 5.195 -0.10
O 2.793 0.922 4.358 -0.19
C 3.837 0.301 5.083 -0.23
C 5.115 0.237 4.247 -0.20
N 6.257 -0.197 5.024 -0.07
C 6.356 -1.619 5.278 -0.21
C 7.564 -1.887 6.148 -0.25
O 7.444 -3.147 6.749 -0.19
C 8.585 -3.557 7.473 -0.11
H 1.725 1.115 6.109 0.09
H 1.048 1.948 4.642 0.06
H 2.445 2.600 5.524 0.09
H 3.498 -0.680 5.433 0.09
H 4.094 0.908 5.962 0.12
H 5.266 1.268 3.912 0.12
H 5.000 -0.409 3.377 0.12
H 6.368 0.346 5.868 0.10
H 6.445 -2.179 4.345 0.13
H 5.465 -2.020 5.786 0.10
H 7.712 -1.069 6.871 0.12
H 8.461 -1.855 5.510 0.13
H 9.424 -2.866 7.347 0.08
H 8.888 -4.554 7.154 0.09
H 8.359 -3.595 8.544 0.08
C -6.700 -0.142 -3.325 -0.10
O -6.023 -1.136 -2.576 -0.19
C -4.694 -0.762 -2.284 -0.23
C -4.066 -1.799 -1.388 -0.20
N -4.493 -1.642 -0.014 -0.05
C -3.704 -2.421 0.919 -0.19
C -4.253 -2.390 2.324 -0.21
O -5.128 -3.498 2.468 -0.19
C -5.757 -3.538 3.723 -0.12
H -6.399 -0.202 -4.376 0.09
H -6.468 0.851 -2.925 0.07
H -7.764 -0.346 -3.226 0.09
H -4.689 0.213 -1.778 0.09
H -4.093 -0.674 -3.204 0.13
H -2.975 -1.777 -1.446 0.10
H -4.322 -2.802 -1.773 0.13
H -5.486 -1.803 0.095 0.11
H -2.695 -2.008 0.892 0.09
H -3.601 -3.496 0.690 0.13
H -4.837 -1.481 2.524 0.12
H -3.444 -2.457 3.064 0.12
H -6.608 -2.844 3.754 0.09
H -5.066 -3.308 4.541 0.09
H -6.154 -4.544 3.851 0.09
C 0.595 -2.794 3.071 -0.09
O 0.559 -3.634 4.225 -0.20
C 1.864 -3.931 4.698 -0.23
C 1.731 -4.440 6.131 -0.21
N 1.064 -3.520 7.036 -0.05
C 1.737 -2.229 7.143 -0.21
C 3.131 -2.371 7.699 -0.25
O 3.527 -1.166 8.318 -0.19
C 4.599 -1.343 9.229 -0.09
H 1.187 -1.901 3.287 0.08
H -0.440 -2.524 2.880 0.08
H 1.015 -3.362 2.233 0.08
H 2.487 -3.032 4.637 0.10
H 2.268 -4.735 4.068 0.13
H 2.737 -4.705 6.465 0.11
H 1.162 -5.371 6.100 0.12
H 0.145 -3.337 6.649 0.11
H 1.131 -1.557 7.756 0.13
H 1.755 -1.653 6.198 0.10
H 3.887 -2.687 6.968 0.10
H 3.108 -3.178 8.449 0.13
H 4.605 -0.455 9.859 0.09
H 5.562 -1.350 8.699 0.08
H 4.492 -2.266 9.800 0.09
```

Properties
Gap between HOMO and LUMO ... 8.49 eV
Spin multiplicity ... 1
Energy relative to the best compared isomer or geometry (same formula, charge and spin) ... 0.0 kcal/mol
HOMO level ... -7.96 eV